[1]
# C22H25ClFeNO5

A structure of composition C22H25ClFeNO5 in a non-equilibrium geometry (ωB97M-V/def2-TZVPD, OMol25).

Calculated values
2S+1 = 6
HOMO level (alpha / beta) = -8.119 / -9.041 eV

Cartesian coordinates (Å):
1 C -2.9279 -1.5247 1.0993
2 C -2.5759 -0.1652 0.9359
3 C -1.9097 -0.0249 -0.3023
4 H -2.7688 0.6218 1.6428
5 C -1.8811 -1.2942 -0.9164
6 C -2.5088 -2.2128 -0.0573
7 H -1.4032 -1.5314 -1.8494
8 C 0.2677 -1.7071 3.2418
9 C -0.6096 -0.6120 3.3097
10 C -0.0746 0.4234 2.5133
11 H -1.5422 -0.5780 3.8473
12 C 1.1343 -0.0169 1.9332
13 C 1.3377 -1.3428 2.3984
14 H -1.5154 0.8868 -0.7176
15 H -2.5791 -3.2738 -0.2217
16 H -3.4368 -1.9527 1.9464
17 H 2.1500 -1.9903 2.1241
18 H -0.5310 1.3831 2.3507
19 H 0.1329 -2.6657 3.7143
20 Fe -0.5838 -1.3878 1.0731
21 C 2.0801 0.7746 1.0546
22 C 3.5063 0.5425 1.5659
23 C 1.7471 2.2622 1.1104
24 H 3.5835 0.8416 2.6104
25 H 4.2166 1.1171 0.9806
26 H 3.7780 -0.5101 1.5024
27 H 1.8492 2.6465 2.1239
28 H 0.7260 2.4483 0.7784
29 H 2.4229 2.8183 0.4703
30 C 1.9108 0.2474 -0.3762
31 C 2.8335 0.7797 -1.4514
32 H 0.8830 0.4416 -0.6959
33 H 1.9964 -0.8385 -0.3749
34 O 3.9010 1.3481 -1.2474
35 N 2.3973 0.5682 -2.7280
36 C 1.1002 0.0855 -3.1429
37 H 2.9901 0.9873 -3.4271
38 C 0.0005 1.1216 -3.2041
39 C -1.2493 0.7428 -3.6912
40 H -1.4132 -0.2822 -4.0004
41 C -2.2853 1.6583 -3.7701
42 H -3.2492 1.3476 -4.1505
43 C -2.0914 2.9694 -3.3516
44 H -2.9016 3.6838 -3.4073
45 C -0.8550 3.3510 -2.8561
46 H -0.6939 4.3686 -2.5257
47 C 0.1857 2.4326 -2.7859
48 H 1.1500 2.7430 -2.4075
49 H 0.7829 -0.7228 -2.4858
50 H 1.2183 -0.3665 -4.1280
51 O -0.6145 -5.1476 3.4227
52 Cl -1.7462 -4.1502 3.2085
53 O -2.9127 -4.8531 2.5270
54 O -2.2062 -3.6021 4.5538
55 O -1.2156 -2.8891 2.2337

[2]
# C22H25CuF4N6O2S

A structure of composition C22H25CuF4N6O2S in a non-equilibrium geometry (ωB97M-V/def2-TZVPD, OMol25).

Calculated values
2S+1 = 2
total charge = -1
energy relative to the best compared isomer or geometry (same formula, charge and spin) = 17.46 kcal/mol
HOMO level (alpha / beta) = -2.379 / -4.219 eV

Cartesian coordinates (Å):
1 Cu -4.6830 -18.8353 -5.0768
2 C -3.0518 -13.9066 -8.2721
3 C -2.1700 -14.9149 -7.6181
4 N -2.3139 -16.2702 -8.1700
5 C -1.3101 -16.4914 -9.1957
6 C -1.8508 -16.2174 -10.5482
7 C -2.0503 -17.2738 -7.1074
8 C -3.1912 -18.2947 -7.1670
9 N -3.1972 -19.2398 -6.0569
10 C -3.6107 -20.5530 -6.2269
11 C -2.9561 -21.5208 -5.4086
12 F -2.3093 -20.9014 -4.4110
13 C -2.8250 -22.8362 -5.7690
14 F -2.1102 -23.7595 -5.0287
15 C -3.4150 -23.3121 -6.9728
16 C -4.2734 -22.4418 -7.6433
17 F -4.6324 -22.5897 -8.9199
18 C -4.4237 -21.1118 -7.2073
19 F -4.9831 -20.3216 -8.1696
20 H -2.5406 -12.8929 -8.2921
21 H -3.3237 -14.2451 -9.2726
22 H -4.0032 -13.7736 -7.6856
23 H -1.1364 -14.5549 -7.8273
24 H -2.2973 -14.9996 -6.5256
25 H -0.3805 -15.9149 -8.9273
26 H -1.0261 -17.5278 -9.0789
27 H -2.9182 -16.4696 -10.7088
28 H -1.6592 -15.2204 -11.0430
29 H -1.3396 -16.9222 -11.2141
30 H -1.0708 -17.7394 -7.3734
31 H -1.9917 -16.8513 -6.0828
32 H -4.1154 -17.7028 -7.3436
33 H -3.1204 -18.9300 -8.1185
34 H -3.1252 -24.2665 -7.3394
35 N -10.4891 -13.1499 -2.9380
36 C -9.7823 -14.2155 -3.3234
37 C -9.1287 -14.2636 -4.5008
38 C -8.1235 -15.2596 -4.7369
39 C -8.0364 -16.2613 -3.8597
40 C -8.8587 -16.3309 -2.7232
41 C -9.7853 -15.3778 -2.4855
42 S -7.3576 -17.7104 -4.4928
43 O -8.2348 -18.6749 -3.9241
44 O -7.0919 -17.6653 -5.8989
45 N -5.7677 -17.8526 -3.7865
46 C -5.2662 -17.4441 -2.5625
47 N -4.5532 -18.4994 -1.9606
48 C -3.8367 -18.2715 -0.7658
49 C -3.6442 -16.9992 -0.4526
50 C -4.0025 -15.9928 -1.3836
51 N -4.9962 -16.1242 -2.2220
52 H -10.1849 -12.2657 -3.2542
53 H -10.8935 -13.1521 -2.0131
54 H -9.2218 -13.4760 -5.2760
55 H -7.6093 -15.2180 -5.7114
56 H -8.8126 -17.2719 -2.1155
57 H -10.3880 -15.4100 -1.5794
58 H -3.3302 -19.2132 -0.4004
59 H -2.9807 -16.5594 0.3210
60 H -3.4515 -15.0640 -1.3696
61 H -5.0960 -19.4689 -2.3028